--- i ---
C21H22N4O6S | ωB97M-V/def2-TZVPD

HOMO energy, eV: -8.15
SMILES: Cc1nc2ccc(CN(C)c3ccc(C(=O)N[C@@H](CCC(=O)O)C(=O)O)s3)cc2c(=O)[nH]1

CARTESIAN COORDINATES (ANGSTROEM)
C  -2.587  -2.891  1.771
C  -1.266  -2.587  1.165
N  -0.234  -2.396  1.899
C  0.951  -2.068  1.299
C  2.062  -1.775  2.097
C  3.225  -1.328  1.519
C  3.346  -1.185  0.131
C  2.286  -1.563  -0.670
C  1.085  -1.990  -0.101
C  -0.075  -2.267  -0.929
O  -0.098  -2.270  -2.155
N  -1.222  -2.520  -0.207
H  -2.080  -2.659  -0.730
H  2.337  -1.497  -1.747
C  4.510  -0.425  -0.452
N  4.063  0.901  -0.920
C  3.054  1.442  -0.153
C  3.106  1.733  1.187
C  1.861  2.078  1.723
C  0.845  2.061  0.801
C  -0.570  2.194  1.088
O  -0.986  2.522  2.209
N  -1.405  1.862  0.087
H  -1.043  1.541  -0.809
C  -2.855  1.913  0.195
C  -3.493  1.984  -1.200
C  -3.596  0.677  -1.993
C  -2.283  0.018  -2.338
O  -1.196  0.549  -2.267
O  -2.437  -1.232  -2.727
H  -1.540  -1.675  -2.815
H  -4.106  0.881  -2.938
H  -4.199  -0.049  -1.447
H  -2.922  2.714  -1.780
H  -4.507  2.368  -1.080
H  -3.111  2.838  0.737
C  -3.328  0.750  1.098
O  -3.997  -0.178  0.715
O  -2.927  0.842  2.344
H  -2.261  1.591  2.485
S  1.435  1.636  -0.778
H  1.687  2.318  2.756
H  4.015  1.693  1.758
C  3.886  1.039  -2.349
H  3.014  0.493  -2.727
H  3.752  2.095  -2.580
H  4.783  0.683  -2.854
H  5.284  -0.280  0.308
H  4.950  -0.950  -1.301
H  4.063  -1.062  2.147
H  1.961  -1.864  3.167
H  -2.992  -3.816  1.365
H  -2.477  -2.978  2.847
H  -3.288  -2.084  1.549

--- ii ---
C21H22N4O6S | ωB97M-V/def2-TZVPD

HOMO energy, eV: -8.95
SMILES: CCOc1ccccc1C(=O)Nc1ccc(S(=O)(=O)Nc2cc(OC)nc(OC)n2)cc1

CARTESIAN COORDINATES (ANGSTROEM)
C  2.763  -2.822  -0.958
C  3.754  -1.870  -1.621
H  3.601  -1.874  -2.704
H  4.788  -2.175  -1.420
O  3.561  -0.517  -1.251
C  4.044  -0.057  -0.067
C  4.734  -0.819  0.870
C  5.225  -0.237  2.026
C  5.056  1.114  2.268
C  4.380  1.885  1.341
C  3.850  1.313  0.192
C  3.181  2.197  -0.800
O  3.684  3.223  -1.204
N  1.956  1.804  -1.284
C  1.133  0.765  -0.883
C  1.057  0.358  0.452
C  0.233  -0.691  0.807
C  -0.528  -1.323  -0.157
C  -0.497  -0.909  -1.476
C  0.327  0.138  -1.837
H  0.368  0.465  -2.865
H  -1.101  -1.427  -2.203
S  -1.588  -2.664  0.345
O  -2.141  -3.302  -0.808
O  -0.934  -3.463  1.335
N  -2.811  -1.859  1.186
C  -3.448  -0.762  0.660
N  -3.819  0.180  1.532
C  -4.437  1.240  1.035
N  -4.690  1.469  -0.247
C  -4.320  0.529  -1.106
C  -3.686  -0.648  -0.699
H  -3.426  -1.425  -1.392
O  -4.553  0.712  -2.404
C  -5.214  1.915  -2.762
H  -6.189  1.976  -2.276
H  -4.622  2.782  -2.463
H  -5.327  1.881  -3.843
O  -4.844  2.195  1.862
C  -4.600  1.981  3.241
H  -3.529  1.907  3.436
H  -5.084  1.063  3.580
H  -5.021  2.845  3.751
H  -2.683  -1.829  2.186
H  0.179  -1.036  1.827
H  1.641  0.865  1.204
H  1.674  2.304  -2.119
H  4.245  2.945  1.495
H  5.453  1.564  3.164
H  5.754  -0.853  2.739
H  4.901  -1.872  0.708
H  1.746  -2.568  -1.244
H  2.972  -3.840  -1.276
H  2.830  -2.772  0.125

Most stable: i. Least stable: ii.

--- i ---
C3H8ClN | ωB97M-V/def2-TZVPD

HOMO energy, eV: -9.73
SMILES: C[C@@H](Cl)CN

CARTESIAN COORDINATES (ANGSTROEM)
C  -0.244  -0.135  -1.457
C  0.712  -0.268  -0.302
C  0.093  -0.395  1.104
H  -1.145  0.644  -1.347
H  0.245  0.004  -2.386
H  -0.733  -1.162  -1.657
H  1.344  -1.093  -0.403
H  0.906  -0.661  1.806
H  -0.787  -1.195  1.101
H  -0.083  1.588  1.250
H  -1.489  0.742  1.010
N  -0.673  0.764  1.551
Cl  1.855  1.166  -0.270

--- ii ---
C3H8ClN | ωB97M-V/def2-TZVPD

HOMO energy, eV: -9.72

CARTESIAN COORDINATES (ANGSTROEM)
C  -1.372  -1.361  0.610
C  0.243  0.132  -0.509
C  1.206  1.296  -0.525
H  -2.017  -1.495  -0.549
H  -0.382  -2.235  0.614
H  -1.976  -1.723  1.529
H  -0.021  0.489  1.546
H  -0.200  -0.065  -1.632
H  0.853  -1.025  -0.021
H  1.413  1.525  -1.732
H  2.273  1.265  -0.077
N  -0.861  0.338  0.637
Cl  0.842  2.860  0.107

--- iii ---
C3H8ClN | ωB97M-V/def2-TZVPD

HOMO energy, eV: -9.43

CARTESIAN COORDINATES (ANGSTROEM)
C  1.794  -0.538  -0.127
C  0.686  0.545  0.458
C  -0.730  -0.282  0.444
H  1.178  -1.477  -1.036
H  2.798  0.119  -0.593
H  2.340  -0.984  1.143
H  0.730  1.659  -0.008
H  1.196  0.242  2.761
H  -0.325  1.183  1.977
H  -0.637  -1.441  0.501
H  -1.589  -0.006  0.885
N  0.786  1.006  1.852
Cl  -1.276  -0.276  -1.367

Most stable: i. Least stable: ii.

--- i ---
C4H5FN2 | ωB97M-V/def2-TZVPD

HOMO energy, eV: -9.13
SMILES: F[C@H]1CN=CC=N1

CARTESIAN COORDINATES (ANGSTROEM)
C  1.341  0.689  0.042
C  0.187  1.418  0.074
C  0.139  -1.249  -0.357
C  -1.256  -0.194  0.182
N  1.331  -0.544  -0.376
N  -1.019  1.079  -0.178
F  -2.505  -0.628  -0.112
H  2.355  1.096  0.063
H  0.294  2.519  0.122
H  0.172  -1.874  0.504
H  0.020  -1.949  -1.240
H  -1.059  -0.363  1.275

--- ii ---
C4H5FN2 | ωB97M-V/def2-TZVPD

HOMO energy, eV: -8.59
SMILES: F[C@H]1[C@H]2C=NN[C@@H]12

CARTESIAN COORDINATES (ANGSTROEM)
C  1.280  0.115  0.253
C  0.151  -0.515  0.961
C  -1.120  1.004  -0.291
C  0.103  0.970  0.603
H  2.143  0.339  0.852
H  0.340  -0.949  1.970
H  -1.352  -1.879  0.286
H  -1.691  1.832  -0.688
H  0.246  1.748  1.367
N  -0.791  -1.096  0.045
N  -1.552  -0.179  -0.568
F  1.580  -0.179  -1.031

Most stable: ii. Least stable: i.

--- i ---
C6H14N2 | ωB97M-V/def2-TZVPD

Net charge: +2
HOMO energy, eV: -21.72
SMILES: C[N@+]12CC[N@+](C)(C1)C2

CARTESIAN COORDINATES (ANGSTROEM)
C  -1.130  0.306  1.135
C  -1.510  -0.158  -0.345
C  0.520  0.912  -0.410
C  0.524  -1.070  0.133
C  1.132  0.700  2.056
C  -0.079  -0.610  -2.373
N  0.343  0.212  0.895
N  -0.117  -0.295  -0.991
H  -1.607  1.303  1.323
H  -1.427  -0.401  1.766
H  -2.150  -1.010  -0.465
H  -2.161  0.702  -0.744
H  -0.093  1.769  -0.431
H  1.585  0.871  -0.793
H  1.558  -1.240  -0.189
H  -0.055  -2.001  0.618
H  1.956  1.117  1.644
H  0.561  1.375  2.517
H  1.406  -0.137  2.842
H  0.607  -1.303  -2.697
H  -0.976  -0.928  -2.688
H  0.075  0.268  -3.010

--- ii ---
C6H14N2 | ωB97M-V/def2-TZVPD

Net charge: +2
HOMO energy, eV: -19.84
SMILES: CC=[N+]=C[C@@H](C)[NH2+]C

CARTESIAN COORDINATES (ANGSTROEM)
C  -2.628  -0.647  -0.404
C  -0.267  -0.837  0.325
C  -3.564  0.309  0.275
C  0.320  1.609  -0.151
C  3.299  -0.829  -0.229
C  0.804  0.121  -0.355
N  -1.476  -0.790  -0.038
N  2.046  -0.177  0.402
H  -2.865  -1.275  -1.267
H  -0.051  -1.533  1.012
H  -3.356  0.594  1.269
H  -4.000  0.949  -0.522
H  -4.609  -0.308  0.523
H  1.186  2.162  -0.102
H  -0.475  1.743  -0.879
H  -0.112  1.844  0.774
H  3.625  -0.105  -1.039
H  4.102  -1.095  0.474
H  2.882  -1.702  -0.570
H  1.007  0.087  -1.476
H  1.622  -0.708  1.185
H  2.510  0.588  0.792

Most stable: ii. Least stable: i.